Entry 1:
C46H63CaN2O6P3Si as an isolated structure at a distorted geometry, computed with ωB97M-V with the def2-TZVPD basis set.

Element x y z (Å)
Ca 0.20 1.03 1.69
C -2.69 -4.54 -0.05
C -3.42 -3.57 0.87
C -3.30 -4.01 2.32
P -2.66 -1.89 0.70
C -3.86 -0.80 1.60
C -5.35 -1.07 1.42
C -3.55 0.66 1.28
C -2.98 -1.48 -1.07
C -4.19 -1.79 -1.68
C -4.44 -1.45 -3.00
C -3.45 -0.78 -3.71
C -2.24 -0.50 -3.11
C -1.96 -0.84 -1.78
Si -0.19 -0.61 -0.98
C 0.66 0.24 -2.51
C 1.48 -0.52 -3.35
C 2.06 0.00 -4.50
C 1.80 1.30 -4.86
C 1.02 2.09 -4.02
C 0.47 1.60 -2.84
P -0.33 2.75 -1.61
C -2.11 2.73 -2.12
C -2.42 3.19 -3.54
C -3.00 3.41 -1.08
C 0.32 4.40 -2.17
C -0.41 5.54 -1.44
C 1.81 4.50 -1.89
C 0.35 -2.46 -1.32
C -0.17 -3.10 -2.44
C 0.10 -4.42 -2.76
C 0.93 -5.16 -1.93
C 1.49 -4.55 -0.82
C 1.22 -3.21 -0.51
P 2.00 -2.40 0.94
C 2.90 -3.79 1.80
C 3.09 -3.45 3.28
C 4.22 -4.29 1.21
C 3.26 -1.32 0.13
C 4.07 -1.88 -1.03
C 4.16 -0.68 1.19
H -3.13 -5.54 0.03
H -1.64 -4.61 0.21
H -2.74 -4.23 -1.09
H -4.49 -3.55 0.60
H -2.26 -4.05 2.63
H -3.73 -5.01 2.45
H -3.82 -3.34 3.00
H -3.61 -0.96 2.66
H -5.66 -0.90 0.40
H -5.93 -0.38 2.05
H -5.63 -2.09 1.70
H -3.75 0.88 0.23
H -2.51 0.93 1.47
H -4.16 1.33 1.89
H -4.95 -2.32 -1.13
H -5.39 -1.69 -3.46
H -3.61 -0.49 -4.74
H -1.47 -0.01 -3.70
H 1.67 -1.56 -3.11
H 2.69 -0.64 -5.11
H 2.21 1.73 -5.77
H 0.86 3.12 -4.30
H -2.34 1.65 -2.06
H -2.27 4.26 -3.64
H -3.46 2.98 -3.80
H -1.79 2.69 -4.27
H -3.02 4.49 -1.21
H -2.66 3.21 -0.06
H -4.02 3.05 -1.19
H 0.14 4.53 -3.25
H -0.51 5.36 -0.37
H -1.40 5.71 -1.85
H 0.16 6.46 -1.56
H 2.38 3.66 -2.30
H 2.00 4.52 -0.81
H 2.22 5.42 -2.30
H -0.83 -2.55 -3.10
H -0.34 -4.86 -3.65
H 1.15 -6.20 -2.15
H 2.14 -5.13 -0.20
H 2.17 -4.61 1.76
H 3.70 -2.56 3.41
H 3.59 -4.27 3.80
H 2.14 -3.26 3.77
H 5.00 -3.54 1.30
H 4.14 -4.55 0.16
H 4.57 -5.18 1.75
H 2.61 -0.53 -0.29
H 4.90 -2.50 -0.69
H 4.49 -1.06 -1.61
H 3.46 -2.48 -1.71
H 4.80 -1.42 1.65
H 3.59 -0.19 1.98
H 4.81 0.07 0.74
N -0.47 -1.19 3.18
C 0.17 -1.18 4.50
C -0.25 0.03 5.30
C 0.19 1.37 4.67
O -0.27 2.40 5.12
O 1.00 1.25 3.70
H -1.46 -1.38 3.26
H -0.06 -1.89 2.57
H 1.25 -1.12 4.33
H -0.04 -2.12 5.06
H 0.16 -0.02 6.32
H -1.34 0.06 5.41
O 5.38 5.88 2.44
C 4.19 6.14 2.17
O 3.62 7.24 2.11
C 3.30 4.92 1.82
C 3.86 3.78 1.25
C 3.03 2.73 0.91
N 1.72 2.72 1.13
C 1.17 3.80 1.69
C 1.93 4.92 2.03
C -0.38 3.87 1.86
O -0.87 4.97 2.00
O -1.02 2.77 1.75
H 4.92 3.74 1.09
H 3.43 1.85 0.42
H 1.44 5.79 2.43

Calculated values
lowest unoccupied orbital energy = 3.7 eV
HOMO energy = -2.42 eV
gap between HOMO and LUMO = 6.12 eV
total charge = -2

=====

Entry 2:
C46H63FFeN5O2S as an isolated structure at a distorted geometry, computed with ωB97M-V with the def2-TZVPD basis set.

Element x y z (Å)
Fe 0.12 -1.11 1.15
C -1.04 -3.10 -1.15
N 0.34 -2.94 -0.70
C 0.76 -4.17 -0.04
C 1.24 -2.63 -1.80
C 0.92 -1.28 -2.44
N 0.87 -0.21 -1.46
C 2.20 0.30 -1.12
C 2.15 1.59 -0.35
C 2.76 2.73 -0.86
C 2.63 3.96 -0.22
C 1.83 4.00 0.92
C 1.20 2.90 1.47
C 1.40 1.64 0.84
O 0.88 0.51 1.30
C 0.32 3.03 2.71
C 1.00 2.26 3.85
C 0.15 4.48 3.16
C -1.09 2.48 2.42
C 3.28 5.23 -0.75
C 4.16 4.97 -1.97
C 2.18 6.22 -1.15
C 4.16 5.84 0.35
C -0.03 0.86 -1.91
C -1.44 0.40 -2.12
C -2.03 0.56 -3.35
C -3.36 0.22 -3.57
C -4.05 -0.32 -2.49
C -3.50 -0.54 -1.23
C -2.14 -0.16 -1.00
O -1.54 -0.27 0.13
C -4.43 -1.14 -0.17
C -5.61 -0.17 0.05
C -3.79 -1.39 1.20
C -4.97 -2.48 -0.68
C -4.09 0.47 -4.89
C -3.16 1.05 -5.96
C -4.66 -0.85 -5.42
C -5.23 1.47 -4.64
H -1.13 -3.87 -1.93
H -1.43 -2.16 -1.54
H -1.65 -3.38 -0.29
H 0.74 -5.03 -0.73
H 0.09 -4.36 0.79
H 1.77 -4.06 0.34
H 1.20 -3.40 -2.59
H 2.25 -2.61 -1.40
H -0.05 -1.33 -2.93
H 1.68 -1.08 -3.22
H 2.81 0.44 -2.02
H 2.69 -0.46 -0.50
H 3.33 2.63 -1.77
H 1.69 4.96 1.39
H 1.97 2.70 4.08
H 1.15 1.22 3.57
H 0.38 2.29 4.76
H 1.11 4.93 3.45
H -0.50 4.51 4.03
H -0.31 5.09 2.38
H -1.07 1.43 2.16
H -1.53 3.03 1.58
H -1.73 2.62 3.29
H 3.57 4.60 -2.81
H 4.94 4.24 -1.74
H 4.64 5.90 -2.28
H 1.55 5.79 -1.93
H 2.62 7.14 -1.54
H 1.55 6.48 -0.30
H 4.91 5.12 0.67
H 3.57 6.13 1.22
H 4.67 6.73 -0.02
H 0.35 1.31 -2.85
H -0.04 1.63 -1.15
H -1.43 0.99 -4.15
H -5.08 -0.59 -2.64
H -5.24 0.80 0.39
H -6.28 -0.57 0.81
H -6.19 -0.01 -0.86
H -3.44 -0.46 1.65
H -2.95 -2.07 1.13
H -4.54 -1.83 1.86
H -5.54 -2.38 -1.60
H -5.62 -2.93 0.07
H -4.14 -3.17 -0.87
H -2.33 0.37 -6.17
H -2.76 2.01 -5.65
H -3.72 1.20 -6.88
H -3.86 -1.57 -5.60
H -5.18 -0.68 -6.37
H -5.36 -1.30 -4.72
H -4.82 2.40 -4.23
H -5.96 1.07 -3.94
H -5.74 1.70 -5.58
N 3.32 -3.41 3.48
C 3.96 -4.31 2.64
C 4.41 -5.54 3.12
C 4.99 -6.45 2.25
C 5.14 -6.14 0.91
C 4.74 -4.90 0.43
C 4.18 -3.99 1.30
S 3.75 -2.34 0.85
N 2.41 -2.04 1.80
C 2.42 -2.46 3.04
C 1.49 -1.93 4.01
C 1.65 -2.13 5.39
C 0.71 -1.66 6.27
C -0.41 -0.99 5.77
C -0.48 -0.80 4.40
N 0.44 -1.22 3.55
H 3.20 -3.73 4.42
H 4.27 -5.78 4.17
H 5.32 -7.41 2.63
H 5.56 -6.88 0.23
H 4.89 -4.63 -0.60
H 2.53 -2.63 5.78
H 0.83 -1.79 7.33
H -1.18 -0.61 6.42
H -1.31 -0.26 3.96
F -0.78 -2.57 1.56

Calculated values
lowest unoccupied orbital energy (spin up / spin down) = -1.0 / -1.1 eV
HOMO energy (spin up / spin down) = -6.68 / -6.63 eV
multiplicity = 6
gap between HOMO and LUMO (spin up / spin down) = 5.65 / 5.58 eV

=====

Entry 3:
C46H64BrN3O3Ta as an isolated structure, computed with ωB97M-V with the def2-TZVPD basis set.

Element x y z (Å)
Ta 0.81 0.51 2.17
C 5.34 -2.50 2.77
N 4.81 -1.34 2.09
C 5.87 -0.37 1.87
C 4.17 -1.75 0.85
C 3.44 -0.63 0.09
N 1.92 -0.51 0.14
C 1.40 -1.89 -0.09
C -0.07 -2.06 -0.38
C -0.50 -2.93 -1.36
C -1.86 -3.18 -1.55
C -2.75 -2.44 -0.77
C -2.37 -1.56 0.25
C -0.99 -1.43 0.44
O -0.43 -0.68 1.43
C -3.47 -0.81 1.02
C -3.79 0.46 0.21
C -3.08 -0.40 2.45
C -4.73 -1.67 1.15
C -2.33 -4.29 -2.48
C -1.88 -5.62 -1.86
C -1.71 -4.15 -3.88
C -3.85 -4.32 -2.64
C 1.68 0.35 -1.08
C 0.33 0.91 -1.48
C -0.31 0.40 -2.60
C -1.41 1.05 -3.17
C -1.75 2.28 -2.63
C -1.07 2.91 -1.58
C -0.10 2.13 -0.97
O 0.57 2.50 0.22
C -1.36 4.41 -1.35
C -2.78 4.61 -0.81
C -1.25 5.11 -2.73
C -0.35 5.12 -0.45
C -2.18 0.47 -4.36
C -1.34 -0.56 -5.11
C -2.56 1.57 -5.36
C -3.45 -0.20 -3.82
H 6.11 -3.03 2.18
H 4.54 -3.21 2.98
H 5.79 -2.20 3.72
H 6.64 -0.74 1.17
H 6.36 -0.15 2.83
H 5.48 0.58 1.49
H 3.51 -2.58 1.09
H 4.92 -2.15 0.15
H 3.68 -0.77 -0.96
H 3.83 0.34 0.39
H 1.62 -2.47 0.81
H 1.97 -2.34 -0.91
H 0.24 -3.46 -1.96
H -3.80 -2.58 -0.94
H -2.91 1.10 0.10
H -4.58 1.03 0.71
H -4.14 0.19 -0.79
H -2.31 0.36 2.46
H -2.72 -1.26 3.03
H -3.96 0.00 2.95
H -5.21 -1.88 0.20
H -5.46 -1.13 1.76
H -4.52 -2.62 1.65
H -0.79 -5.68 -1.79
H -2.22 -6.46 -2.48
H -2.29 -5.74 -0.86
H -0.63 -4.08 -3.86
H -2.11 -3.28 -4.39
H -1.97 -5.03 -4.48
H -4.36 -4.55 -1.70
H -4.12 -5.11 -3.35
H -4.24 -3.38 -3.03
H 2.03 -0.23 -1.94
H 2.36 1.19 -0.97
H 0.07 -0.52 -3.03
H -2.56 2.83 -3.09
H -3.52 4.16 -1.47
H -2.99 5.68 -0.75
H -2.88 4.18 0.18
H -2.01 4.78 -3.43
H -0.27 4.93 -3.18
H -1.37 6.18 -2.59
H -0.43 4.81 0.59
H -0.55 6.19 -0.49
H 0.67 4.96 -0.79
H -0.43 -0.11 -5.53
H -1.92 -0.97 -5.94
H -1.05 -1.40 -4.48
H -1.68 2.11 -5.70
H -3.26 2.29 -4.94
H -3.05 1.12 -6.22
H -3.20 -0.99 -3.12
H -4.03 -0.63 -4.64
H -4.08 0.53 -3.31
Br 1.99 -1.66 3.70
C 3.22 -0.41 4.49
C 3.84 -0.79 5.64
C 4.81 0.06 6.20
C 5.14 1.22 5.58
C 4.50 1.62 4.38
C 4.87 2.81 3.71
C 4.27 3.18 2.54
C 3.23 2.38 2.01
C 2.82 1.21 2.61
C 3.49 0.81 3.81
H 3.60 -1.74 6.11
H 5.30 -0.24 7.12
H 5.90 1.87 6.00
H 5.65 3.42 4.14
H 4.57 4.08 2.03
H 2.75 2.72 1.10
N -1.26 2.84 1.59
C -0.18 2.25 1.38
H -1.67 2.55 2.47
C -0.37 0.70 5.16
O 0.13 0.79 3.84
H -0.21 -0.31 5.53
H -1.44 0.92 5.16
H 0.16 1.42 5.79

Calculated values
lowest unoccupied orbital energy = -3.3 eV
HOMO energy = -10.91 eV
gap between HOMO and LUMO = 7.57 eV
total charge = +1

=====

Entry 4:
C46H64Cl4GeN3O4PtSi3 as an isolated structure, computed with ωB97M-V with the def2-TZVPD basis set.

Element x y z (Å)
Pt -0.30 0.03 -0.25
C 1.04 2.77 3.23
C -0.17 2.43 2.37
C -1.38 2.21 3.29
C -0.47 3.50 1.33
C -0.18 4.82 1.64
C -0.52 5.85 0.79
C -1.19 5.55 -0.38
C -1.50 4.24 -0.74
C -2.22 4.14 -2.08
C -1.18 3.83 -3.15
C -3.44 3.22 -2.20
C -1.10 3.20 0.11
N -1.47 1.82 -0.12
C -2.74 1.59 0.31
O -3.59 2.40 0.61
C -3.03 0.15 0.57
C -4.22 -0.31 1.09
C -4.30 -1.63 1.51
C -3.17 -2.43 1.46
C -2.00 -1.91 0.93
N -1.98 -0.67 0.45
C -0.67 -2.58 1.03
O -0.61 -3.59 1.72
N 0.33 -1.93 0.39
C 1.60 -2.55 0.74
C 1.97 -3.79 0.20
C 3.10 -4.43 0.69
C 3.85 -3.88 1.71
C 3.47 -2.67 2.26
C 2.35 -1.99 1.79
C 1.94 -0.72 2.50
C 3.14 0.12 2.94
C 1.05 -1.05 3.69
C 1.16 -4.54 -0.85
C 2.06 -5.28 -1.86
C 0.24 -5.60 -0.23
H 1.26 1.93 3.90
H 1.92 2.97 2.63
H 0.85 3.63 3.87
H 0.03 1.49 1.86
H -1.58 3.12 3.87
H -2.29 1.98 2.74
H -1.18 1.40 3.99
H 0.30 5.05 2.58
H -0.29 6.88 1.05
H -1.48 6.36 -1.04
H -2.60 5.14 -2.27
H -0.82 2.81 -3.03
H -1.60 3.96 -4.15
H -0.32 4.49 -3.05
H -3.16 2.17 -2.23
H -4.12 3.38 -1.37
H -3.97 3.45 -3.12
H -5.03 0.40 1.18
H -5.22 -2.02 1.91
H -3.13 -3.44 1.85
H 3.40 -5.38 0.28
H 4.73 -4.40 2.09
H 4.05 -2.26 3.07
H 1.36 -0.11 1.79
H 3.75 -0.40 3.68
H 3.79 0.37 2.09
H 2.82 1.05 3.40
H 1.62 -1.62 4.44
H 0.68 -0.14 4.17
H 0.20 -1.67 3.40
H 0.54 -3.81 -1.39
H 2.51 -6.16 -1.40
H 1.47 -5.65 -2.70
H 2.87 -4.65 -2.25
H 0.85 -6.35 0.29
H -0.45 -5.18 0.49
H -0.32 -6.11 -1.01
Cl 5.26 4.64 -1.52
C 4.31 3.23 -1.25
C 4.97 2.02 -0.86
Cl 6.68 2.01 -0.70
C 4.25 0.88 -0.60
Cl 5.02 -0.58 -0.09
C 2.83 0.88 -0.72
O 2.10 -0.11 -0.49
C 2.16 2.10 -1.17
O 0.92 2.04 -1.30
C 2.95 3.27 -1.39
Cl 2.13 4.72 -1.81
C -0.68 -0.65 -6.16
Si -0.78 0.67 -4.80
C 0.58 1.94 -5.11
C -2.52 1.33 -5.06
Ge -0.41 -0.79 -2.88
Si -2.37 -2.22 -2.89
C -2.76 -2.76 -4.65
C -3.88 -1.23 -2.38
C -2.16 -3.81 -1.91
Si 1.63 -1.92 -3.68
C 3.06 -2.06 -2.52
C 2.41 -1.05 -5.17
C 0.94 -3.52 -4.39
H -1.63 -0.61 -6.70
H -0.54 -1.68 -5.84
H 0.12 -0.40 -6.85
H 1.00 1.76 -6.10
H 1.38 1.87 -4.38
H 0.20 2.95 -5.09
H -2.54 1.74 -6.08
H -2.84 2.10 -4.37
H -3.24 0.51 -5.03
H -2.99 -1.93 -5.31
H -3.66 -3.38 -4.57
H -1.99 -3.38 -5.11
H -4.05 -0.43 -3.10
H -3.83 -0.78 -1.40
H -4.76 -1.89 -2.40
H -1.57 -4.52 -2.50
H -3.14 -4.26 -1.73
H -1.65 -3.69 -0.96
H 3.50 -1.06 -2.43
H 3.82 -2.69 -2.99
H 2.86 -2.42 -1.51
H 2.54 0.03 -5.06
H 1.91 -1.26 -6.11
H 3.41 -1.49 -5.22
H 0.39 -4.14 -3.68
H 1.77 -4.12 -4.80
H 0.28 -3.29 -5.22

Calculated values
lowest unoccupied orbital energy (spin up / spin down) = -2.0 / -2.1 eV
HOMO energy (spin up / spin down) = -7.56 / -8.40 eV
multiplicity = 2
gap between HOMO and LUMO (spin up / spin down) = 5.58 / 6.31 eV